A 2-piece molecular cluster, C3H10N3S overall in a non-equilibrium geometry. Source: the OMol25 dataset; level of theory: ωB97M-V/def2-TZVPD.

Calculated values
ΔE to the lowest compared entry with this formula, charge and spin	2.567	eV
total charge	+1
largest force on an atom	0.0964	hartree/bohr
multiplicity	1
E	-682.44614	Ha
gap between HOMO and LUMO	0.3955	hartree

Atoms and positions in Å:
C  0.3352  1.4632  0.1512
C  -0.8797  1.1854  -0.7678
C  -0.1919  1.1694  1.4802
N  -1.2706  0.6469  1.7207
N  -1.1314  -1.2890  -0.2963
N  1.5401  -1.6700  -0.2181
S  -1.9869  0.0585  0.1379
H  1.0017  0.5978  -0.1627
H  0.6162  2.4959  -0.0273
H  -1.5818  1.9646  -1.0785
H  -0.6054  0.7323  -1.7881
H  0.2086  1.5646  2.3107
H  -1.5900  -2.1776  -0.1431
H  -0.0981  -1.2914  -0.1523
H  2.1597  -1.7337  0.5190
H  1.9164  -1.1097  -0.9869
H  1.5577  -2.6072  -0.6984

Cartesian forces (eV/Å) of the 3 atoms listed first:
-1.083 -1.686 -2.409
-0.968 -0.344 -2.264
0.850 1.390 -1.642